Record 1
Entry from OMol25: 2 unconnected molecules or ions with the total composition C35H43N6O in a non-equilibrium geometry (ωB97M-V with the def2-TZVPD basis set).

Calculated values
ΔE to the lowest compared entry with this formula, charge and spin: 179.2 kJ/mol
largest force on an atom: 2.89 eV/Å
HOMO energy: -10.2 eV
spin multiplicity: 1
charge: +1

Geometry as XYZ:
```
85
Properties=species:S:1:pos:R:3:forces:R:3
C -4.165 0.404 2.397 0.024 0.119 -0.018
N -2.715 0.393 2.382 -0.271 0.210 0.051
C -2.061 1.689 2.324 -0.075 -0.001 -0.380
C -1.932 -0.728 2.494 1.894 0.155 0.261
N -0.660 -0.503 2.745 -1.249 -0.457 0.057
C 0.337 -1.521 2.512 0.341 -0.541 -0.058
C 1.724 -0.926 2.322 -0.220 0.145 0.007
C 2.485 -0.552 3.434 0.235 0.142 -0.460
C 3.764 -0.009 3.253 -0.322 -0.080 -0.108
C 4.278 0.167 1.960 -0.397 -0.160 0.026
C 3.508 -0.200 0.849 -0.168 -0.040 0.237
C 2.232 -0.747 1.031 0.191 0.142 0.373
N -2.560 -1.953 2.336 -0.084 0.124 -0.215
C -3.524 -2.155 1.257 -0.119 -0.239 -0.117
C -1.961 -3.200 2.800 0.049 -0.041 -0.018
H -4.565 -0.455 2.951 0.097 0.256 -0.184
H -4.493 1.331 2.882 -0.029 -0.212 0.027
H -4.575 0.412 1.373 -0.063 -0.028 0.354
H -0.984 1.516 2.240 -0.337 0.203 -0.013
H -2.432 2.261 1.459 0.064 -0.097 0.166
H -2.259 2.285 3.225 -0.047 -0.272 -0.145
H 0.384 -2.215 3.374 0.158 0.108 -0.392
H 0.137 -2.120 1.600 -0.026 0.208 0.402
H 2.053 -0.684 4.432 0.255 0.021 -0.281
H 4.349 0.271 4.128 -0.031 -0.043 -0.265
H 5.270 0.590 1.819 -0.189 -0.101 0.038
H 3.888 -0.065 -0.164 -0.012 -0.007 0.303
H 1.607 -1.030 0.177 0.329 0.098 0.255
H -3.580 -1.286 0.593 0.104 -0.313 0.148
H -3.220 -3.037 0.673 -0.045 0.324 -0.002
H -4.524 -2.363 1.661 0.115 0.052 -0.164
H -1.521 -3.085 3.796 -0.098 0.026 -0.270
H -2.749 -3.960 2.863 0.053 0.221 0.070
H -1.199 -3.574 2.098 -0.249 -0.020 0.352
C -3.704 -1.589 8.847 -0.436 -0.003 -0.283
N -2.470 -0.845 8.946 0.577 -0.098 0.367
C -1.553 -1.088 9.935 -0.499 -0.820 0.730
O -1.691 -1.902 10.843 0.487 1.358 -1.390
C -0.358 -0.142 9.690 -0.321 -0.354 1.100
C 0.978 -0.878 9.499 0.173 -0.043 -0.421
C 1.381 -1.750 10.670 0.124 -0.032 0.055
C 1.518 -3.130 10.488 -0.220 0.227 0.327
C 1.741 -3.960 11.591 0.076 0.305 -0.050
C 1.895 -3.399 12.866 -0.046 0.027 -0.242
C 1.869 -2.008 13.026 -0.042 0.135 -0.198
C 1.615 -1.180 11.925 -0.060 -0.450 -0.015
N -0.787 0.595 8.497 1.773 1.852 -1.206
C 0.005 1.492 7.877 -0.926 -1.829 1.343
C -0.382 2.227 6.754 0.058 0.997 -1.655
C 0.472 3.080 6.073 -0.253 -0.360 1.832
C 0.082 4.126 5.171 -0.717 0.955 -1.153
C 0.968 5.203 4.885 -0.026 -0.724 0.198
C 0.648 6.174 3.951 -0.098 0.120 -0.042
C -0.574 6.103 3.257 0.284 -0.572 0.448
C -0.824 7.032 2.192 -0.483 1.855 -2.122
N -0.990 7.783 1.306 0.369 -1.848 2.194
C -1.510 5.106 3.585 -0.046 -0.165 0.285
C -1.207 4.158 4.563 0.614 0.282 0.083
C -2.112 0.193 7.986 -0.888 -0.506 -0.207
C -2.020 -0.416 6.574 0.275 -0.076 0.010
C -3.153 1.327 8.072 0.050 0.079 0.307
H -3.725 -2.355 9.624 0.123 0.194 -0.081
H -4.574 -0.933 8.961 0.142 -0.092 0.128
H -3.788 -2.068 7.865 0.084 -0.044 0.170
H -0.290 0.536 10.565 -0.062 -0.234 -0.469
H 0.887 -1.503 8.593 0.143 0.265 0.251
H 1.744 -0.107 9.317 -0.082 -0.292 -0.031
H 1.421 -3.533 9.477 -0.068 -0.046 0.396
H 1.788 -5.040 11.442 0.035 0.334 0.144
H 2.039 -4.050 13.733 0.003 0.282 -0.333
H 2.035 -1.555 14.007 -0.068 -0.237 -0.330
H 1.586 -0.091 12.022 -0.014 -0.342 0.178
H 0.984 1.659 8.340 -0.325 -0.136 -0.215
H -1.414 2.146 6.411 0.583 0.213 0.208
H 1.531 3.053 6.355 -0.271 0.113 -0.031
H 1.914 5.259 5.434 -0.245 -0.045 -0.353
H 1.340 6.993 3.732 -0.257 -0.381 0.103
H -2.475 5.077 3.070 0.384 0.039 0.222
H -1.955 3.426 4.872 0.247 0.243 -0.322
H -1.401 -1.327 6.608 -0.230 0.269 -0.029
H -3.024 -0.675 6.215 0.287 0.057 0.100
H -1.564 0.267 5.852 -0.177 -0.243 0.036
H -3.330 1.568 9.129 0.016 -0.024 -0.308
H -2.842 2.241 7.562 -0.161 -0.188 0.107
H -4.095 0.988 7.624 0.241 0.076 0.124
```
Forces are in eV/Å.

Record 2
Entry from OMol25: C23H40N4O3 in the gas phase (ωB97M-V with the def2-TZVPD basis set).

Calculated values
structure (SMILES): CCCCN(c1c(N)n(CCCC)c(=O)[nH]c1=O)C(=O)[C@H]1CC[C@H](CCCC)CC1
ΔE to the lowest compared entry with this formula, charge and spin: 5.8 kJ/mol
largest force on an atom: 0.73 eV/Å
HOMO energy: -8.5 eV
spin multiplicity: 1

Geometry as XYZ:
```
70
Properties=species:S:1:pos:R:3:forces:R:3
C -6.746 2.567 1.380 0.101 0.162 -0.184
C -5.617 3.006 0.454 0.033 -0.293 0.193
C -4.411 2.076 0.552 0.036 0.348 -0.283
C -3.283 2.532 -0.372 -0.286 0.145 0.292
N -2.136 1.636 -0.321 -0.415 -0.314 -0.334
C -2.293 0.380 -0.958 0.051 0.049 0.245
C -2.369 -0.765 -0.198 0.034 0.645 -0.336
N -2.220 -0.698 1.156 -0.089 -0.152 -0.094
N -2.511 -1.997 -0.783 -0.088 0.007 0.163
C -2.417 -3.224 -0.006 0.309 -0.324 0.103
C -0.982 -3.502 0.443 -0.280 -0.228 0.115
C -0.898 -4.770 1.289 0.217 0.210 -0.104
C 0.533 -5.049 1.730 -0.247 -0.059 -0.001
C -2.627 -2.140 -2.163 -0.084 0.166 0.004
O -2.749 -3.221 -2.690 0.022 -0.301 -0.184
N -2.606 -0.974 -2.869 -0.030 0.087 -0.477
C -2.419 0.329 -2.389 0.030 -0.347 0.303
O -2.390 1.262 -3.162 0.041 0.174 -0.102
C -0.971 2.071 0.239 0.283 -0.321 -0.087
O -0.923 3.114 0.862 0.165 0.239 0.173
C 0.262 1.209 0.026 0.134 0.358 0.250
C 0.941 0.915 1.365 -0.044 -0.215 -0.080
C 2.245 0.156 1.150 -0.013 0.386 0.090
C 3.207 0.945 0.259 0.041 -0.571 -0.131
C 4.521 0.177 0.081 -0.061 0.495 -0.001
C 5.636 1.006 -0.551 0.037 -0.478 0.117
C 6.952 0.234 -0.615 -0.032 0.331 -0.126
C 8.065 1.062 -1.245 -0.078 -0.227 0.106
C 2.524 1.235 -1.078 0.025 0.333 0.220
C 1.219 1.997 -0.876 -0.015 -0.220 -0.184
H -7.594 3.242 1.293 -0.139 0.015 0.061
H -7.081 1.563 1.127 -0.065 -0.109 0.013
H -6.413 2.568 2.415 -0.009 -0.023 0.129
H -5.976 3.020 -0.577 0.018 0.081 -0.057
H -5.307 4.020 0.713 0.010 0.075 -0.073
H -4.716 1.059 0.283 0.008 -0.062 0.046
H -4.049 2.064 1.583 0.033 -0.050 0.067
H -2.926 3.517 -0.068 -0.091 -0.087 -0.096
H -3.634 2.581 -1.406 0.045 0.013 0.039
H -2.577 -1.444 1.726 0.001 0.020 -0.005
H -2.295 0.233 1.538 -0.052 -0.044 0.014
H -2.756 -4.025 -0.667 -0.037 0.155 0.200
H -3.099 -3.178 0.849 -0.022 -0.015 -0.067
H -0.596 -2.655 1.015 0.067 0.010 -0.044
H -0.358 -3.616 -0.446 0.037 0.055 -0.056
H -1.535 -4.663 2.170 -0.089 -0.046 0.007
H -1.272 -5.615 0.709 -0.097 -0.048 0.024
H 0.577 -5.952 2.334 0.098 -0.076 0.068
H 0.920 -4.222 2.321 0.090 0.069 0.065
H 1.179 -5.184 0.866 0.120 -0.017 -0.069
H -2.696 -1.068 -3.875 0.016 -0.012 0.192
H 0.005 0.270 -0.468 0.043 0.048 0.027
H 1.137 1.863 1.869 -0.035 0.033 0.043
H 0.271 0.328 1.999 -0.011 0.052 0.056
H 2.715 -0.040 2.117 0.037 -0.083 0.004
H 2.033 -0.809 0.682 0.038 -0.129 -0.025
H 3.426 1.899 0.750 0.002 0.057 0.033
H 4.860 -0.165 1.063 0.015 -0.087 0.035
H 4.340 -0.712 -0.529 -0.028 -0.118 0.005
H 5.783 1.917 0.034 -0.008 0.108 -0.014
H 5.353 1.303 -1.562 0.002 0.105 -0.052
H 7.248 -0.061 0.395 -0.029 -0.090 0.022
H 6.805 -0.680 -1.196 -0.012 -0.082 0.053
H 8.992 0.494 -1.282 0.137 0.026 -0.047
H 8.239 1.968 -0.669 0.057 0.120 0.025
H 7.799 1.349 -2.260 0.018 0.064 -0.117
H 3.182 1.825 -1.717 0.032 -0.047 -0.095
H 2.319 0.290 -1.590 0.050 -0.102 -0.065
H 0.739 2.180 -1.840 -0.008 0.087 -0.014
H 1.420 2.963 -0.410 -0.038 0.049 0.000
```
Forces are in eV/Å.

Record 3
Entry from OMol25: C3H4O2S in the gas phase in a non-equilibrium geometry (ωB97M-V with the def2-TZVPD basis set).

Calculated values
structure (SMILES): O=C(S)[C@@H]1CO1
ΔE to the lowest compared entry with this formula, charge and spin: 190.7 kJ/mol
largest force on an atom: 2.14 eV/Å
HOMO energy: -10.1 eV
spin multiplicity: 1

Geometry as XYZ:
```
10
Properties=species:S:1:pos:R:3:forces:R:3
O 1.097 2.084 -0.263 0.513 0.282 -0.219
C 0.968 0.919 -0.045 -0.630 -0.223 -0.232
S 2.258 -0.273 -0.222 0.236 -0.803 0.546
C -0.356 0.372 0.394 -0.640 -0.136 -0.446
C -1.125 -0.677 -0.302 1.001 0.304 -1.865
O -1.494 0.712 -0.387 -0.255 -0.274 0.897
H 1.643 -1.307 0.469 0.335 0.886 -0.662
H -0.489 0.559 1.451 -0.176 -0.331 0.327
H -1.679 -1.424 0.264 -0.412 0.487 -0.075
H -0.823 -0.965 -1.360 0.027 -0.192 1.730
```
Forces are in eV/Å.